Entry 1:
This record from OMol25 describes a 2-piece molecular cluster, C4H13N2O2 overall at a distorted geometry. The level of theory is ωB97M-V/def2-TZVPD.

Bonds (Å) are listed after each position.
Atoms and positions in Å:
1 N -1.113 1.041 1.927  C2 1.583, H8 1.070, H9 0.992, H10 1.034
2 C 0.248 0.233 1.876  N1 1.583, C3 1.543, H11 1.133, H12 1.137
3 C 0.564 -0.243 0.443  C2 1.543, N4 1.514, H13 1.173, H14 1.183
4 N -0.647 -1.071 0.065  C3 1.514, C5 1.514, H15 1.066
5 C -0.897 -1.047 -1.428  N4 1.514, C6 1.540, H16 1.135, H17 1.194
6 C -0.949 0.336 -2.104  C5 1.540, O7 1.219, H18 1.050
7 O -0.903 1.311 -1.374  C6 1.219
8 H -1.854 0.508 2.484  N1 1.070
9 H -1.219 1.363 0.995  N1 0.992
10 H -1.194 1.911 2.478  N1 1.034
11 H 1.029 0.796 2.474  C2 1.133
12 H 0.083 -0.729 2.457  C2 1.137
13 H 1.476 -0.978 0.499  C3 1.173
14 H 0.810 0.624 -0.322  C3 1.183
15 H -0.589 -2.089 0.374  N4 1.066
16 H -0.283 -1.756 -2.068  C5 1.135
17 H -1.990 -1.510 -1.553  C5 1.194
18 H -1.369 0.464 -3.057  C6 1.050
19 H 2.823 0.984 -1.689  O21 0.997
20 H 3.213 -0.387 -1.450  O21 0.881
21 O 2.762 0.240 -1.027  H19 0.997, H20 0.881

spin multiplicity = 1
relative energy (zero: lowest compared OMol25 entry of this formula, charge and spin) = 4.314 eV
HOMO energy = -13.027 eV
charge = +1
calculated total energy = -11425.1599 eV

=====

Entry 2:
This record from OMol25 describes a 7-piece molecular cluster, C45H69BrF18N3O16 overall at a distorted geometry. The level of theory is ωB97M-V/def2-TZVPD.

Bonds (Å) are listed after each position.
Atoms and positions in Å:
1 C -2.470 -3.546 -4.572  C2 1.489, H30 1.193, H31 1.171
2 C -1.128 -2.905 -4.506  C1 1.489, C3 1.670, H32 1.178
3 C 0.000 -3.191 -3.309  C2 1.670, O4 1.352, O5 1.500
4 O 0.833 -4.228 -3.549  C3 1.352
5 O 0.091 -2.334 -2.081  C3 1.500, C6 1.479
6 C 1.495 -1.941 -1.840  O5 1.479, C7 1.656, H33 1.193, H34 1.191
7 C 1.701 -0.994 -0.496  C6 1.656, C8 1.673, H35 1.193, H36 1.170
8 C 0.662 0.317 -0.481  C7 1.673, C9 1.627, H37 1.177, H38 1.193
9 C 0.978 1.195 -1.814  C8 1.627, C10 1.618, H39 1.194, H40 1.195
10 C 0.255 2.635 -1.965  C9 1.618, C11 1.620, H41 1.195, H42 1.194
11 C -1.019 2.972 -1.023  C10 1.620, C12 1.659, H43 1.196, H44 1.168
12 C -2.495 2.955 -1.781  C11 1.659, O13 1.456, C19 1.679, C25 1.673
13 O -2.502 3.470 -3.143  C12 1.456, C14 1.445
14 C -2.046 4.829 -3.319  O13 1.445, C15 1.673, H45 1.194, H46 1.164
15 C -1.443 4.934 -4.876  C14 1.673, O16 1.501, H47 1.170, H48 1.185
16 O -1.043 3.580 -5.385  C15 1.501, C17 1.495
17 C 0.389 3.635 -5.814  O16 1.495, C18 1.640, H49 1.194, H50 1.191
18 C 0.968 2.205 -6.370  C17 1.640, H51 1.171, H52 1.192, H53 1.173
19 C -2.953 1.350 -1.966  C12 1.679, Br20 1.998, N21 1.518, H54 1.195
20 Br -2.055 0.432 -3.496  C19 1.998
21 N -2.949 0.583 -0.657  C19 1.518, C22 1.544, H55 1.061
22 C -4.094 1.246 0.138  N21 1.544, N23 1.401, N24 1.510
23 N -5.226 0.507 0.503  C22 1.401, H56 1.061, H57 1.064
24 N -3.901 2.708 0.466  C22 1.510, C25 1.544, H58 1.053
25 C -3.716 3.558 -0.809  C12 1.673, N24 1.544, C26 1.635, H59 1.174
26 C -3.459 5.082 -0.276  C25 1.635, C27 1.672, H60 1.194, H61 1.171
27 C -4.702 6.110 -0.721  C26 1.672, C28 1.640, H62 1.189, H63 1.194
28 C -6.191 5.519 -0.373  C27 1.640, C29 1.670, H64 1.193, H65 1.171
29 C -6.972 5.134 -1.798  C28 1.670, H66 1.178, H67 1.190, H68 1.193
30 H -3.333 -2.925 -5.112  C1 1.193
31 H -2.761 -4.595 -4.141  C1 1.171
32 H -0.854 -2.105 -5.326  C2 1.178
33 H 2.208 -2.890 -1.716  C6 1.193
34 H 1.870 -1.402 -2.833  C6 1.191
35 H 1.481 -1.715 0.429  C7 1.193
36 H 2.818 -0.646 -0.483  C7 1.170
37 H 0.755 0.899 0.537  C8 1.177
38 H -0.418 -0.165 -0.632  C8 1.193
39 H 0.795 0.574 -2.818  C9 1.194
40 H 2.156 1.395 -1.813  C9 1.195
41 H 0.008 2.778 -3.125  C10 1.195
42 H 1.085 3.466 -1.746  C10 1.194
43 H -0.884 4.110 -0.680  C11 1.196
44 H -1.122 2.371 -0.026  C11 1.168
45 H -3.010 5.533 -3.330  C14 1.194
46 H -1.330 5.277 -2.518  C14 1.164
47 H -0.575 5.711 -4.981  C15 1.170
48 H -2.352 5.273 -5.557  C15 1.185
49 H 1.047 3.910 -4.857  C17 1.194
50 H 0.581 4.531 -6.575  C17 1.191
51 H 0.195 1.325 -6.383  C18 1.171
52 H 1.877 1.842 -5.689  C18 1.192
53 H 1.392 2.394 -7.446  C18 1.173
54 H -4.105 1.431 -2.273  C19 1.195
55 H -3.303 -0.404 -0.819  N21 1.061
56 H -5.514 0.371 1.515  N23 1.061
57 H -5.760 0.065 -0.305  N23 1.064
58 H -4.800 3.016 0.921  N24 1.053
59 H -4.702 3.409 -1.428  C25 1.174
60 H -3.418 5.159 0.914  C26 1.194
61 H -2.480 5.594 -0.664  C26 1.171
62 H -4.636 6.293 -1.895  C27 1.189
63 H -4.566 7.191 -0.234  C27 1.194
64 H -6.806 6.400 0.145  C28 1.193
65 H -6.169 4.632 0.392  C28 1.171
66 H -7.848 4.377 -1.579  C29 1.178
67 H -6.216 4.664 -2.588  C29 1.190
68 H -7.463 6.108 -2.280  C29 1.193
69 C 3.657 -4.557 -4.250  C70 1.518, H78 1.095, H79 1.094, H80 1.094
70 C 4.939 -4.626 -3.439  C69 1.518, O71 1.435, H81 1.096, H82 1.096
71 O 6.021 -3.998 -4.143  C70 1.435, C72 1.371
72 C 6.060 -2.629 -4.087  O71 1.371, O73 1.229, C74 1.528
73 O 5.237 -1.944 -3.486  C72 1.229
74 C 7.280 -2.094 -4.837  C72 1.528, F75 1.364, F76 1.364, F77 1.363
75 F 7.441 -2.672 -6.061  C74 1.364
76 F 8.440 -2.318 -4.155  C74 1.364
77 F 7.223 -0.750 -5.058  C74 1.363
78 H 3.809 -4.983 -5.246  C69 1.095
79 H 2.852 -5.101 -3.749  C69 1.094
80 H 3.335 -3.521 -4.394  C69 1.094
81 H 5.221 -5.675 -3.293  C70 1.096
82 H 4.814 -4.185 -2.443  C70 1.096
83 C -1.526 -0.732 2.294  C84 1.518, H92 1.095, H93 1.094, H94 1.094
84 C -1.030 0.223 3.364  C83 1.518, O85 1.435, H95 1.096, H96 1.096
85 O -0.886 -0.452 4.623  C84 1.435, C86 1.371
86 C 0.247 -1.208 4.773  O85 1.371, O87 1.229, C88 1.528
87 O 1.110 -1.330 3.908  C86 1.229
88 C 0.296 -1.834 6.167  C86 1.528, F89 1.364, F90 1.364, F91 1.363
89 F -0.888 -2.407 6.530  C88 1.364
90 F 0.584 -0.914 7.132  C88 1.364
91 F 1.239 -2.812 6.280  C88 1.363
92 H -2.452 -1.219 2.613  C83 1.095
93 H -1.708 -0.201 1.355  C83 1.094
94 H -0.798 -1.527 2.105  C83 1.094
95 H -1.769 1.019 3.513  C84 1.096
96 H -0.091 0.708 3.073  C84 1.096
97 C 8.064 -4.416 -1.868  C98 1.518, H106 1.095, H107 1.094, H108 1.094
98 C 9.119 -5.166 -2.660  C97 1.518, O99 1.435, H109 1.096, H110 1.096
99 O 10.035 -5.836 -1.781  C98 1.435, C100 1.371
100 C 9.598 -7.018 -1.244  O99 1.371, O101 1.229, C102 1.528
101 O 8.495 -7.508 -1.472  C100 1.229
102 C 10.681 -7.645 -0.367  C100 1.528, F103 1.364, F104 1.364, F105 1.363
103 F 11.254 -6.748 0.486  C102 1.364
104 F 11.700 -8.169 -1.107  C102 1.364
105 F 10.215 -8.662 0.412  C102 1.363
106 H 8.534 -3.730 -1.156  C97 1.095
107 H 7.412 -3.844 -2.535  C97 1.094
108 H 7.444 -5.102 -1.285  C97 1.094
109 H 9.707 -4.454 -3.250  C98 1.096
110 H 8.670 -5.874 -3.367  C98 1.096
111 C -3.715 0.582 7.352  C112 1.518, H120 1.095, H121 1.094, H122 1.094
112 C -4.134 -0.701 6.658  C111 1.518, O113 1.435, H123 1.096, H124 1.096
113 O -5.556 -0.736 6.465  C112 1.435, C114 1.371
114 C -6.037 -0.008 5.408  O113 1.371, O115 1.229, C116 1.528
115 O -5.328 0.651 4.650  C114 1.229
116 C -7.552 -0.165 5.290  C114 1.528, F117 1.364, F118 1.364, F119 1.363
117 F -8.192 -0.023 6.487  C116 1.364
118 F -7.904 -1.395 4.815  C116 1.364
119 F -8.120 0.744 4.448  C116 1.363
120 H -4.266 0.709 8.290  C111 1.095
121 H -2.643 0.574 7.568  C111 1.094
122 H -3.937 1.457 6.734  C111 1.094
123 H -3.878 -1.558 7.292  C112 1.096
124 H -3.608 -0.839 5.706  C112 1.096
125 C 9.924 -7.688 4.349  C126 1.518, H134 1.095, H135 1.094, H136 1.094
126 C 11.281 -7.112 3.990  C125 1.518, O127 1.435, H137 1.096, H138 1.096
127 O 11.641 -6.056 4.893  C126 1.435, C128 1.371
128 C 12.130 -6.447 6.112  O127 1.371, O129 1.229, C130 1.528
129 O 12.264 -7.619 6.452  C128 1.229
130 C 12.513 -5.231 6.954  C128 1.528, F131 1.364, F132 1.364, F133 1.363
131 F 11.552 -4.262 6.950  C130 1.364
132 F 13.655 -4.635 6.504  C130 1.364
133 F 12.735 -5.537 8.264  C130 1.363
134 H 9.168 -6.897 4.386  C125 1.095
135 H 9.615 -8.440 3.617  C125 1.094
136 H 9.941 -8.156 5.338  C125 1.094
137 H 11.237 -6.673 2.987  C126 1.096
138 H 12.058 -7.886 3.967  C126 1.096
139 C -12.727 6.145 1.689  C140 1.518, H148 1.095, H149 1.094, H150 1.094
140 C -12.250 6.530 0.301  C139 1.518, O141 1.435, H151 1.096, H152 1.096
141 O -11.338 7.637 0.365  C140 1.435, C142 1.371
142 C -10.050 7.335 0.723  O141 1.371, O143 1.229, C144 1.528
143 O -9.660 6.200 0.986  C142 1.229
144 C -9.179 8.590 0.709  C142 1.528, F145 1.364, F146 1.364, F147 1.363
145 F -9.768 9.648 1.337  C144 1.364
146 F -8.901 9.008 -0.559  C144 1.364
147 F -7.974 8.411 1.322  C144 1.363
148 H -13.159 7.011 2.201  C139 1.095
149 H -13.479 5.353 1.635  C139 1.094
150 H -11.898 5.791 2.309  C139 1.094
151 H -13.106 6.857 -0.301  C140 1.096
152 H -11.796 5.681 -0.223  C140 1.096

spin multiplicity = 1
HOMO energy = -11.480 eV
charge = +1
calculated total energy = -203952.2467 eV

=====

| no. | gap between HOMO and LUMO (Ha) |
| --- | --- |
| 1 | 0.36144 |
| 2 | 0.23724 |